Record 1
# C24H26N10O2SV

C24H26N10O2SV as an isolated structure (wB97M-V/def2-TZVPD, the Open Molecules 2025 dataset).

Summary:
LUMO energy (alpha / beta)	-0.59 / -0.65	eV
HOMO level (alpha / beta)	-6.7 / -6.7	eV
multiplicity	2
energy relative to the best compared isomer or geometry (same formula, charge and spin)	0.0000	eV
total energy	-80826.6788	eV

Last column: Löwdin charge in e.
CARTESIAN COORDINATES (ANGSTROEM)
V (0.1039, -0.6501, 0.6119)  0.7103
C (-2.6355, -2.1992, -5.3640)  -0.1093
C (-1.3573, -2.6050, -5.0067)  -0.0971
C (-0.5885, -1.8334, -4.1509)  -0.0457
C (-1.0939, -0.6491, -3.6067)  -0.2761
C (-2.3822, -0.2459, -3.9662)  -0.0297
C (-3.1335, -1.0123, -4.8414)  -0.0878
N (-0.3233, 0.0562, -2.6910)  0.0705
C (-0.4322, 1.4222, -2.4381)  -0.1953
C (-0.4789, 2.2837, -3.5408)  -0.0302
C (-0.5152, 3.6534, -3.4026)  -0.0849
C (-0.4778, 4.2014, -2.1264)  -0.0899
C (-0.4461, 3.3707, -1.0257)  -0.0465
C (-0.4600, 1.9696, -1.1412)  -0.1745
N (-0.5398, 1.1715, 0.0647)  -0.1082
N (-0.9332, 1.9518, 1.0806)  0.0390
C (-1.0911, 1.3039, 2.2166)  -0.3490
C (-1.5439, 1.9902, 3.3842)  -0.0130
C (-1.8207, 1.2788, 4.5012)  -0.0817
C (-1.6478, -0.1343, 4.4861)  -0.0690
C (-1.1718, -0.7373, 3.3688)  -0.1161
N (-0.8542, -0.0385, 2.2349)  -0.0244
H (-3.2330, -2.7950, -6.0410)  0.0947
H (-0.9439, -3.5223, -5.4089)  0.1012
H (0.4240, -2.1346, -3.9062)  0.1032
H (-2.7958, 0.6595, -3.5423)  0.1164
H (-4.1316, -0.6838, -5.1042)  0.1019
H (-0.4620, 1.8328, -4.5247)  0.1198
H (-0.5444, 4.2868, -4.2795)  0.1022
H (-0.4811, 5.2740, -1.9836)  0.1006
H (-0.4576, 3.7982, -0.0367)  0.0984
H (-1.6671, 3.0622, 3.3246)  0.1107
H (-2.1760, 1.7735, 5.3957)  0.1022
H (-1.8839, -0.7322, 5.3549)  0.0999
H (-1.0012, -1.8039, 3.3131)  0.1056
C (2.6401, -3.9729, -2.2217)  -0.0034
C (1.1997, -3.8758, -1.8953)  -0.3483
N (0.2789, -4.7402, -2.2117)  0.1266
N (-0.8648, -4.2029, -1.7160)  0.0439
C (-0.6673, -3.0378, -1.0858)  -0.7191
S (-1.7390, -1.9448, -0.3513)  0.7390
N (0.6540, -2.8226, -1.2139)  -0.1167
N (1.2152, -1.6212, -0.8069)  -0.0575
H (2.8185, -4.8989, -2.7616)  0.0864
H (3.2429, -3.9709, -1.3116)  0.0870
H (2.9552, -3.1327, -2.8435)  0.0851
H (-1.7475, -4.6599, -1.8576)  0.1586
H (0.3414, -0.4720, -2.1401)  0.0671
H (2.2208, -1.6985, -0.8713)  0.0701
C (3.8187, 0.8126, 2.6704)  0.0060
C (2.6741, 0.0807, 2.0582)  -0.2479
N (1.9381, 0.5313, 1.1045)  -0.0317
O (2.2788, 1.7965, 0.6671)  -0.0071
C (2.3030, -1.2688, 2.4951)  -0.2607
C (3.1036, -2.1555, 3.3864)  -0.0105
N (1.1996, -1.6114, 1.9259)  -0.2748
O (0.5827, -2.7257, 1.9014)  -0.1207
H (3.7794, 1.8702, 2.4294)  0.0790
H (4.7624, 0.4060, 2.2990)  0.0981
H (3.8085, 0.6785, 3.7521)  0.0900
H (1.5288, 2.0596, 0.1118)  0.0674
H (4.1419, -2.2292, 3.0576)  0.0831
H (2.6614, -3.1504, 3.3780)  0.0780
H (3.1055, -1.7894, 4.4155)  0.0849


Record 2
# C24H26N10O2SV

C24H26N10O2SV as an isolated structure in a non-equilibrium geometry (wB97M-V/def2-TZVPD, the Open Molecules 2025 dataset).

Summary:
LUMO energy (alpha / beta)	0.46 / -0.63	eV
HOMO level (alpha / beta)	-6.0 / -6.6	eV
multiplicity	4
energy relative to the best compared isomer or geometry (same formula, charge and spin)	0.2447	eV
total energy	-80827.3939	eV

Last column: Löwdin charge in e.
CARTESIAN COORDINATES (ANGSTROEM)
V (0.2337, 0.7045, -0.4580)  0.7636
C (-4.0011, -1.5184, -3.3813)  -0.1145
C (-3.2938, -2.5177, -2.7204)  -0.1054
C (-2.0174, -2.2801, -2.2469)  -0.0558
C (-1.3991, -1.0349, -2.4409)  -0.3047
C (-2.1208, -0.0402, -3.1029)  -0.0319
C (-3.4060, -0.2795, -3.5615)  -0.0909
N (-0.1570, -0.7307, -1.8936)  -0.0460
C (0.8832, -1.6235, -2.0124)  -0.2429
C (0.9496, -2.7017, -2.9096)  -0.0349
C (2.0497, -3.5411, -2.9400)  -0.0991
C (3.1354, -3.3521, -2.0880)  -0.1101
C (3.1210, -2.2866, -1.2073)  -0.0333
C (2.0270, -1.4264, -1.1823)  -0.2453
N (1.9219, -0.3362, -0.3315)  -0.1793
N (2.8557, -0.0383, 0.5528)  0.0804
C (2.4415, 0.9775, 1.3663)  -0.3413
C (3.2842, 1.3795, 2.4246)  -0.0128
C (2.8464, 2.3321, 3.3023)  -0.0733
C (1.5719, 2.8968, 3.1431)  -0.0733
C (0.8086, 2.4759, 2.0818)  -0.1258
N (1.2291, 1.5594, 1.2027)  -0.0013
H (-5.0003, -1.7049, -3.7498)  0.0953
H (-3.7429, -3.4920, -2.5666)  0.1047
H (-1.4807, -3.0556, -1.7148)  0.1161
H (-1.6539, 0.9262, -3.2554)  0.1021
H (-3.9450, 0.5083, -4.0718)  0.0994
H (0.1290, -2.8740, -3.5923)  0.1061
H (2.0621, -4.3602, -3.6468)  0.0974
H (3.9795, -4.0269, -2.1185)  0.0933
H (3.9423, -2.0976, -0.5301)  0.1011
H (4.2492, 0.9051, 2.5184)  0.1097
H (3.4797, 2.6407, 4.1237)  0.1055
H (1.1894, 3.6377, 3.8291)  0.0977
H (-0.1882, 2.8610, 1.8944)  0.1105
C (-5.5088, -2.4188, 0.1651)  -0.0003
C (-4.1231, -2.5076, 0.6704)  -0.3453
N (-3.5489, -3.5665, 1.1572)  0.1259
N (-2.2768, -3.1613, 1.4190)  0.0224
C (-2.0492, -1.8713, 1.1249)  -0.7143
S (-0.5629, -1.0870, 1.3317)  0.7326
N (-3.2526, -1.4503, 0.6491)  -0.0792
N (-3.6008, -0.1981, 0.1437)  0.1553
H (-6.0127, -3.3623, 0.3549)  0.0864
H (-5.4956, -2.2092, -0.9040)  0.0698
H (-6.0569, -1.6131, 0.6515)  0.0833
H (-1.5943, -3.8020, 1.7847)  0.1519
H (-2.7458, 0.2964, -0.1217)  0.0350
H (-4.0082, 0.3321, 0.9107)  0.1118
C (1.3107, 3.9614, -3.3450)  0.0058
C (0.7636, 3.0217, -2.3286)  -0.2344
N (1.3291, 1.9377, -1.9330)  -0.0274
O (2.5354, 1.6430, -2.5196)  0.0128
C (-0.5630, 3.2539, -1.6808)  -0.2460
C (-1.5005, 4.3806, -1.9541)  -0.0026
N (-0.7814, 2.2658, -0.9047)  -0.2504
O (-1.7296, 1.9058, -0.1069)  -0.1600
H (2.3551, 3.7501, -3.5558)  0.0803
H (1.2116, 4.9899, -2.9974)  0.0861
H (0.7432, 3.8762, -4.2746)  0.1004
H (2.7861, 0.8116, -2.0891)  0.0872
H (-2.0162, 4.2419, -2.9069)  0.0905
H (-0.9807, 5.3377, -1.9950)  0.0787
H (-2.2513, 4.4203, -1.1664)  0.0828


Record 3
# C24H26N2O3

An isolated molecule of C24H26N2O3 (wB97M-V/def2-TZVPD, the Open Molecules 2025 dataset).

Summary:
LUMO energy	0.04	eV
HOMO level	-8.0	eV
energy relative to the best compared isomer or geometry (same formula, charge and spin)	0.6634	eV
total energy	-34433.4233	eV

Last column: Löwdin charge in e.
CARTESIAN COORDINATES (ANGSTROEM)
C (8.3012, 0.1705, -1.9768)  -0.1010
C (7.8192, -0.6869, -0.8133)  -0.2281
C (7.5432, 0.1658, 0.4282)  -0.2087
O (6.5079, 1.1060, 0.2283)  -0.0474
C (5.2116, 0.7029, 0.2363)  -0.2631
C (4.2746, 1.6971, -0.0597)  0.0028
C (2.9261, 1.4234, -0.0529)  -0.0234
C (2.4622, 0.1409, 0.2445)  -0.1714
C (1.0376, -0.1995, 0.2746)  -0.2088
C (0.0439, 0.7882, 0.4850)  0.0709
C (-1.2778, 0.4295, 0.5152)  -0.0609
C (-2.3131, 1.4992, 0.6909)  -0.4507
O (-2.2911, 2.3017, 1.5992)  0.0910
N (-3.2238, 1.5300, -0.3127)  0.0872
C (-4.3713, 2.4004, -0.2824)  -0.1119
C (-5.6802, 1.6264, -0.4691)  -0.3115
C (-5.8338, 0.9633, -1.8621)  -0.1187
C (-6.0657, -0.5188, -1.5451)  -0.1455
C (-6.5054, -0.4611, -0.0802)  -0.1995
O (-5.7447, 0.5808, 0.4853)  -0.1111
C (-1.6269, -0.9409, 0.3883)  -0.0958
C (-2.9395, -1.4397, 0.5076)  -0.0258
C (-3.1835, -2.7786, 0.3616)  -0.0784
C (-2.1348, -3.6741, 0.0995)  -0.0784
C (-0.8470, -3.2261, 0.0130)  -0.0118
C (-0.5566, -1.8533, 0.1687)  -0.2092
N (0.7277, -1.4661, 0.1080)  0.1642
C (3.4020, -0.8495, 0.5223)  -0.0144
C (4.7560, -0.5817, 0.5242)  -0.0115
H (7.5691, 0.9434, -2.1977)  0.0734
H (9.2455, 0.6515, -1.7312)  0.0733
H (8.4431, -0.4383, -2.8662)  0.0699
H (6.9064, -1.2101, -1.1042)  0.1014
H (8.5739, -1.4328, -0.5569)  0.1118
H (8.4221, 0.7756, 0.6569)  0.1287
H (7.3284, -0.4688, 1.2969)  0.1188
H (4.6392, 2.6859, -0.2908)  0.1183
H (2.2331, 2.2119, -0.3036)  0.1082
H (0.3149, 1.8215, 0.6316)  0.1204
H (-3.2059, 0.8025, -1.0101)  0.1378
H (-4.3613, 2.8855, 0.6969)  0.1282
H (-4.2985, 3.1677, -1.0625)  0.1312
H (-6.5146, 2.3255, -0.2989)  0.1490
H (-6.6883, 1.3890, -2.3863)  0.1121
H (-4.9503, 1.1169, -2.4799)  0.1076
H (-5.1379, -1.0862, -1.6299)  0.1005
H (-6.8170, -0.9764, -2.1839)  0.1097
H (-7.5786, -0.2291, -0.0104)  0.1254
H (-6.2981, -1.3707, 0.4832)  0.1168
H (-3.7439, -0.7588, 0.7443)  0.0999
H (-4.1906, -3.1590, 0.4565)  0.0995
H (-2.3548, -4.7254, -0.0171)  0.1024
H (-0.0218, -3.8984, -0.1622)  0.1109
H (3.0462, -1.8432, 0.7449)  0.1099
H (5.4439, -1.3794, 0.7574)  0.1055


Record 4
# C24H26N4O4S

An isolated molecule of C24H26N4O4S (wB97M-V/def2-TZVPD, the Open Molecules 2025 dataset).

Summary:
LUMO energy	0.52	eV
HOMO level	-8.7	eV
energy relative to the best compared isomer or geometry (same formula, charge and spin)	1.7607	eV
total energy	-50296.5956	eV

Last column: Löwdin charge in e.
CARTESIAN COORDINATES (ANGSTROEM)
O (-4.6328, 2.8326, 1.8681)  0.0379
C (-3.8004, 2.4869, 2.6889)  -0.5254
N (-2.8931, 1.5120, 2.4384)  0.0773
C (-2.7287, 0.9759, 1.1114)  -0.0710
C (-1.2654, 0.6087, 0.9231)  -0.3977
O (-0.4730, 0.7420, 1.8442)  0.0558
N (-0.8965, 0.1264, -0.2809)  0.0182
C (-1.8087, -0.1441, -1.3772)  -0.0426
C (-2.3256, -1.5482, -1.3416)  -0.2610
C (-2.3563, -2.5237, -2.2934)  -0.0239
C (-2.9402, -3.6598, -1.6813)  -0.0520
C (-3.2181, -3.2923, -0.4038)  -0.1157
O (-2.8557, -2.0151, -0.1878)  0.0271
C (0.4890, -0.2924, -0.4453)  -0.1363
C (1.2143, 0.5276, -1.5231)  -0.4397
O (0.6472, 1.1409, -2.4030)  0.0803
N (2.5512, 0.4712, -1.3944)  0.1223
C (3.4677, 1.1211, -2.3083)  -0.3020
C (4.3815, 0.0997, -2.9897)  -0.1382
C (5.4511, -0.2002, -1.9378)  -0.1870
C (5.6161, 1.1046, -1.1369)  -0.1791
C (4.4517, 2.0201, -1.5537)  -0.1343
C (0.5588, -1.7778, -0.7250)  -0.1620
C (0.9257, -2.2927, -1.9619)  -0.0157
C (0.9156, -3.6690, -2.1335)  -0.1411
N (0.5691, -4.5206, -1.1861)  0.0690
C (0.2198, -4.0302, -0.0093)  -0.1376
C (0.2052, -2.6755, 0.2775)  -0.0003
C (-3.7412, 3.0703, 4.0355)  -0.4386
C (-2.8756, 2.8690, 5.0778)  -0.1165
C (-3.1865, 3.6578, 6.2006)  -0.1870
C (-4.2785, 4.4447, 5.9955)  -0.4083
S (-4.9498, 4.2428, 4.4328)  1.0865
H (-2.0897, 1.3734, 3.0380)  0.1169
H (-3.0538, 1.7337, 0.3892)  0.1355
H (-3.3481, 0.0803, 0.9802)  0.1339
H (-1.2702, 0.0171, -2.3130)  0.1302
H (-2.6358, 0.5680, -1.3402)  0.1356
H (-2.0065, -2.4438, -3.3018)  0.1167
H (-3.1168, -4.6137, -2.1325)  0.1047
H (-3.6566, -3.8209, 0.4187)  0.1218
H (0.9619, -0.0858, 0.5249)  0.1538
H (2.9626, -0.0578, -0.6422)  0.1550
H (2.8452, 1.6741, -3.0149)  0.1459
H (3.8419, -0.7925, -3.3036)  0.1084
H (4.8316, 0.5596, -3.8691)  0.1178
H (6.3866, -0.5153, -2.3965)  0.1043
H (5.1180, -1.0102, -1.2868)  0.1015
H (5.5944, 0.9051, -0.0659)  0.1018
H (6.5707, 1.5791, -1.3584)  0.1025
H (4.8038, 2.8014, -2.2260)  0.1128
H (3.9745, 2.5005, -0.7010)  0.1132
H (1.1958, -1.6408, -2.7780)  0.1145
H (1.1940, -4.1119, -3.0806)  0.1069
H (-0.0591, -4.7611, 0.7380)  0.1089
H (-0.0866, -2.3168, 1.2529)  0.1250
H (-2.0437, 2.1877, 5.0521)  0.1096
H (-2.6240, 3.6414, 7.1172)  0.1002
H (-4.7282, 5.1368, 6.6796)  0.0609